Record 1
Formula: C8H6O4
Source: the OMol25 dataset
Level of theory: wB97M-V/def2-TZVPD

Last column: natural (NBO) charge in e.
CARTESIAN COORDINATES (ANGSTROEM)
O: -3.0733 -1.1362 -0.0176  -0.53
C: -2.1669 -0.2953 -0.0048  0.53
C: -2.2875 1.1935 0.0530  -0.16
O: -0.8925 1.6556 -0.0988  -0.52
C: -0.0961 0.5789 0.0302  0.31
C: -0.7788 -0.5951 0.0190  -0.29
C: -0.1668 -1.7774 -0.0131  -0.09
C: 1.2444 -1.7222 -0.0158  -0.31
C: 1.9223 -0.5685 0.0083  0.30
O: 3.2799 -0.4918 -0.0034  -0.65
C: 1.2423 0.6945 -0.0143  0.17
O: 1.7578 1.9222 -0.0075  -0.66
H: -2.6883 1.5756 0.9798  0.23
H: -2.8168 1.6205 -0.8318  0.23
H: -0.6325 -2.8940 -0.0546  0.25
H: 1.7205 -2.6686 -0.1073  0.23
H: 3.4917 0.4579 0.1158  0.49
H: 0.9407 2.4507 -0.0370  0.50

The energy above the lowest of the compared OMol25 structures with the same formula, charge and spin is 1.700 eV. The SMILES is O=C1COc2c1ccc(O)c2O. Its spin multiplicity is 1. As for the total charge: 0. The energy comes out at -16581.9052 eV.

---

Record 2
Formula: C8H7AsCl2F6O3V
Source: the OMol25 dataset
Level of theory: wB97M-V/def2-TZVPD

Last column: Mulliken charge in e.
CARTESIAN COORDINATES (ANGSTROEM)
V: 0.6481 -0.0907 1.0505  1.10
Cl: -4.4664 0.8988 -3.7911  -0.09
C: -3.0641 0.6742 -2.8688  0.15
C: -1.8934 0.2287 -3.4826  -0.42
C: -0.7278 0.0328 -2.7511  0.18
Cl: 0.6992 -0.4994 -3.4939  -0.09
C: -0.7529 0.2787 -1.3716  0.85
O: 0.3442 0.1283 -0.6381  -0.19
C: -1.9437 0.7313 -0.7394  0.38
C: -1.9419 1.0542 0.6505  0.04
O: -0.9508 0.8812 1.4047  -0.45
C: -3.0908 0.9400 -1.4936  -0.93
H: -1.8883 0.0332 -4.5476  0.48
H: -2.8269 1.5029 1.1056  0.47
H: -4.0021 1.2976 -1.0302  0.48
C: 3.3117 1.3954 1.1176  -0.57
O: 1.8769 1.3711 1.5028  -0.33
H: 3.6459 2.4256 1.1837  0.33
H: 3.3553 1.0451 0.0912  0.26
H: 3.8607 0.7441 1.7905  0.32
H: 1.7173 1.9460 2.2659  0.36
F: -0.2091 -1.8779 1.1080  -0.46
As: 1.2075 -2.6540 2.0946  2.07
F: 1.3026 -3.8917 0.9897  -0.35
F: 0.1051 -3.2838 3.1661  -0.35
F: 2.0850 -1.5020 0.8967  -0.44
F: 0.9775 -0.9441 2.8492  -0.44
F: 2.6212 -2.8654 2.9408  -0.36

The energy above the lowest of the compared OMol25 structures with the same formula, charge and spin is 0.017 eV. Its spin multiplicity is 2. As for the total charge: +2. The energy comes out at -142413.9059 eV.

---

Record 3
Formula: C8H7BO2
Source: the OMol25 dataset
Level of theory: wB97M-V/def2-TZVPD

Last column: natural (NBO) charge in e.
CARTESIAN COORDINATES (ANGSTROEM)
B: -2.3078 -0.7907 1.7130  1.08
C: -2.5560 1.1089 -0.7876  0.34
C: -1.3254 0.7337 -0.6501  -0.42
C: 0.7400 -0.1347 -0.2120  -0.22
C: -1.4525 -0.1787 0.5742  -0.33
C: 0.0696 0.7001 -1.0450  0.04
C: -0.1840 -0.6485 0.7515  -0.03
C: -0.1203 -1.5221 1.9580  -0.07
C: 0.6067 1.5265 -2.1574  -0.63
O: -1.4422 -1.5834 2.4587  -0.68
O: -3.5982 -0.6398 2.0320  -0.86
H: 1.7860 -0.3784 -0.2515  0.22
H: 0.2336 -2.5346 1.7356  0.20
H: 0.5245 -1.0875 2.7308  0.20
H: 0.1046 1.3043 -3.0984  0.23
H: 1.6729 1.3463 -2.2719  0.22
H: 0.4436 2.5836 -1.9448  0.23
H: -3.8782 -1.1530 2.7892  0.50

The energy above the lowest of the compared OMol25 structures with the same formula, charge and spin is 2.710 eV. Its spin multiplicity is 1. As for the total charge: 0. The energy comes out at -13179.1363 eV.

---

Record 4
Formula: C8H7ClFNO3S
Source: the OMol25 dataset
Level of theory: wB97M-V/def2-TZVPD

Last column: natural (NBO) charge in e.
CARTESIAN COORDINATES (ANGSTROEM)
C: -2.0905 -1.0751 -0.5046  -0.18
C: -1.1566 1.0035 0.2275  -0.19
C: -3.3876 -0.7195 -0.2128  -0.23
C: -2.4321 1.4048 0.4815  -0.21
C: -1.0253 -0.2322 -0.2834  -0.30
C: -3.5810 0.5951 0.2075  -0.04
C: 2.2152 1.8262 0.1499  0.35
C: 2.6599 0.7458 1.0428  -0.16
N: 1.0784 -0.9108 1.0418  -0.29
O: 1.3442 2.6255 0.4408  -0.56
O: 1.4204 0.3547 -1.1239  -0.94
O: 0.7913 -1.9929 -1.4010  -0.88
F: 1.8113 -1.9962 1.2796  -0.21
S: 0.6464 -0.8083 -0.5972  2.19
Cl: -5.1375 1.2354 0.3977  0.06
H: -1.8832 -2.1191 -0.8190  0.24
H: -0.4259 1.7783 0.1374  0.28
H: -4.1575 -1.4715 -0.5539  0.25
H: -2.3758 2.3324 0.9806  0.23
H: 2.8133 2.2146 -0.5929  0.16
H: 3.5025 0.1178 0.7652  0.22
H: 2.4495 0.8787 2.0689  0.22

The energy above the lowest of the compared OMol25 structures with the same formula, charge and spin is 2.822 eV. Its spin multiplicity is 1. As for the total charge: 0. The energy comes out at -42109.8818 eV.

---

Record 5
Formula: C8H7FN2
Source: the OMol25 dataset
Level of theory: wB97M-V/def2-TZVPD

Last column: natural (NBO) charge in e.
CARTESIAN COORDINATES (ANGSTROEM)
C: -2.3727 0.3711 -0.9517  0.22
C: 2.5904 0.6990 -0.0573  -0.20
C: 1.9897 -0.0166 -1.0801  -0.20
C: 1.9555 1.1686 1.1138  -0.20
C: 0.6462 -0.3367 -0.9490  -0.26
C: 0.5974 0.7843 1.2141  -0.25
C: -0.0034 0.1132 0.1622  0.03
C: -1.9443 -0.2803 0.2687  0.44
N: -2.7883 0.7195 -1.9555  -0.28
N: -2.2511 -1.6275 0.2066  -0.84
F: -2.3976 0.4352 1.4170  -0.36
H: 3.6140 0.8621 -0.2311  0.20
H: 2.6206 -0.5359 -1.8013  0.22
H: 2.5403 1.7783 1.7004  0.22
H: 0.3175 -1.0731 -1.7431  0.24
H: -0.0351 1.1212 2.0136  0.23
H: -2.1246 -2.1603 1.0591  0.40
H: -2.9547 -2.0224 -0.3864  0.41

The energy above the lowest of the compared OMol25 structures with the same formula, charge and spin is 1.974 eV. Its spin multiplicity is 1. As for the total charge: 0. The energy comes out at -14104.7199 eV.

---

Record 6
Formula: C8H7I2N
Source: the OMol25 dataset
Level of theory: wB97M-V/def2-TZVPD

Last column: natural (NBO) charge in e.
CARTESIAN COORDINATES (ANGSTROEM)
C: -0.2114 0.4830 1.9384  -0.18
C: -1.1692 -0.3237 -1.4937  -0.04
C: 0.8424 -0.0865 1.2460  -0.20
C: 0.2595 -0.2702 -1.2361  -0.12
C: -1.2524 1.3977 1.4164  -0.05
C: 1.0319 -0.2691 -0.1167  -0.05
C: -2.1083 1.8498 0.6445  -0.28
C: 2.5886 -0.6258 -0.3055  -0.61
N: -1.7934 -0.7912 -0.4698  -0.39
I: -3.8250 2.7443 0.2401  0.32
I: -3.9409 -1.3963 -0.8898  0.13
H: -0.0581 0.5050 2.9548  0.21
H: -1.4337 -0.1699 -2.4610  0.20
H: 1.4658 -0.7512 1.8609  0.21
H: 0.7801 -0.2851 -2.2687  0.20
H: 2.7769 -1.1679 -1.2932  0.21
H: 3.1488 0.2973 -0.3923  0.22
H: 2.8984 -1.1403 0.6258  0.22

Its spin multiplicity is 3. As for the total charge: 0. The energy comes out at -26092.7533 eV.